Entry 1:
DFT (ωB97M-V/def2-TZVPD) results for 10 unconnected molecules or ions with the total composition C29H51Cl4FO7.

LUMO in eV: 0.26
F_max in eV Å⁻¹: 1.3
Gap between HOMO and LUMO in eV: 9.584
Structure (SMILES): Fc1ccccc1.CC(C)=O.CC(C)=O.CC(C)=O.CC(C)=O.CC(C)=O.CC(C)=O.CC(C)=O.ClCCl.ClCCl
HOMO energy in Eh: -0.3427
Total charge: 0

Element x y z (Å)
F: 12.148 21.337 4.236
C: 11.547 21.173 5.435
C: 10.237 21.636 5.574
C: 9.618 21.374 6.782
C: 10.304 20.757 7.816
C: 11.636 20.405 7.681
C: 12.272 20.586 6.449
H: 9.782 22.107 4.712
H: 8.575 21.629 6.921
H: 9.798 20.600 8.760
H: 12.239 20.018 8.492
H: 13.308 20.312 6.301
C: 13.313 24.993 -1.001
Cl: 13.944 24.733 0.646
Cl: 13.698 23.628 -2.052
H: 12.242 25.140 -0.973
H: 13.829 25.861 -1.392
C: 15.103 19.632 3.034
Cl: 15.532 20.884 4.204
Cl: 13.946 18.466 3.728
H: 14.689 20.109 2.156
H: 15.984 19.033 2.843
C: 10.133 25.207 3.686
C: 8.904 24.588 3.061
O: 8.502 23.494 3.372
C: 8.188 25.396 2.011
H: 9.888 26.228 3.985
H: 10.919 25.215 2.931
H: 10.440 24.658 4.571
H: 8.908 26.055 1.517
H: 7.382 26.004 2.416
H: 7.814 24.728 1.237
C: 11.674 30.607 4.217
C: 12.919 30.001 4.825
O: 14.039 30.277 4.464
C: 12.695 29.015 5.943
H: 10.931 29.831 4.065
H: 11.975 31.040 3.260
H: 11.379 31.447 4.845
H: 11.934 28.276 5.683
H: 12.311 29.556 6.814
H: 13.602 28.476 6.197
C: 12.601 27.706 1.658
C: 13.018 28.612 0.527
O: 12.475 28.522 -0.552
C: 14.121 29.589 0.770
H: 12.335 28.318 2.522
H: 13.391 27.028 1.967
H: 11.737 27.134 1.324
H: 13.859 30.568 0.369
H: 15.079 29.235 0.386
H: 14.336 29.773 1.828
C: 13.699 23.876 6.629
C: 13.429 24.747 5.434
O: 12.824 25.790 5.539
C: 13.896 24.279 4.079
H: 14.139 22.892 6.499
H: 12.710 23.717 7.074
H: 14.260 24.450 7.371
H: 14.895 24.726 4.001
H: 13.283 24.730 3.305
H: 13.921 23.196 4.020
C: 11.573 23.072 10.025
C: 11.832 24.407 10.698
O: 11.056 24.910 11.466
C: 13.124 25.085 10.351
H: 11.368 22.316 10.781
H: 12.363 22.766 9.343
H: 10.689 23.226 9.399
H: 14.018 24.466 10.452
H: 13.195 26.031 10.887
H: 13.160 25.382 9.294
C: 16.040 20.778 11.598
C: 15.846 21.738 10.460
O: 16.020 22.927 10.600
C: 15.296 21.165 9.167
H: 16.142 21.335 12.524
H: 16.932 20.173 11.416
H: 15.204 20.076 11.627
H: 15.589 21.693 8.266
H: 14.203 21.161 9.173
H: 15.614 20.128 9.030
C: 17.273 23.456 7.255
C: 17.885 24.764 6.790
O: 17.262 25.796 6.861
C: 19.150 24.700 5.960
H: 17.976 22.662 6.984
H: 16.397 23.231 6.644
H: 16.986 23.377 8.299
H: 19.822 23.934 6.362
H: 19.653 25.656 5.877
H: 18.900 24.297 4.974

Atom charges from the Mulliken analysis, given in e for atoms 1 to 2: atom 1 (F): -0.398, atom 2 (C): 0.409

=====

Entry 2:
DFT (ωB97M-V/def2-TZVPD) results for a single C4H12N2 molecule.

LUMO in eV: 1.06
F_max in eV Å⁻¹: 3.2
Gap between HOMO and LUMO in eV: 9.725
Structure (SMILES): CC[C@@H](N)CN
HOMO energy in Eh: -0.3184
Total charge: 0

Element x y z (Å)
N: 0.139 -0.852 -1.235
C: 2.405 -0.172 0.553
C: 0.936 0.117 0.844
C: -0.039 0.294 -0.384
C: -1.444 0.568 0.177
N: -2.555 0.098 -0.893
H: 0.723 -1.573 -0.844
H: -0.679 -1.182 -1.722
H: 2.809 -1.085 0.986
H: 3.101 0.584 0.961
H: 2.561 -0.284 -0.526
H: 0.548 -0.790 1.257
H: 0.878 0.932 1.559
H: 0.119 1.133 -1.054
H: -1.530 1.617 0.504
H: -1.802 0.012 1.044
H: -3.156 -0.420 -0.253
H: -3.013 1.003 -0.973

Atom charges from the Mulliken analysis, given in e for atoms 1 to 2: atom 1 (N): -0.541, atom 2 (C): -1.205

=====

Entry 3:
DFT (ωB97M-V/def2-TZVPD) results for 14 unconnected molecules or ions with the total composition C28H17Cl56FO3.

LUMO in eV: -1.37
F_max in eV Å⁻¹: 10.9
Gap between HOMO and LUMO in eV: 6.409
HOMO energy in Eh: -0.2859
Total charge: 0

Element x y z (Å)
C: 3.711 -1.957 -0.036
C: 2.596 -0.970 0.310
C: 1.839 -0.474 -0.914
C: 0.553 0.282 -0.518
C: -0.758 -0.156 -1.213
C: -1.772 -0.898 -0.312
C: -1.907 -2.369 -0.586
C: -3.071 -3.041 -0.587
C: -3.060 -4.496 -0.907
O: -3.771 -5.305 -0.350
C: -2.050 -4.882 -1.935
C: -0.878 -4.228 -1.940
C: 0.238 -4.453 -2.913
C: 1.597 -4.634 -2.292
O: 2.586 -4.077 -2.637
F: 1.610 -5.545 -1.316
C: -0.691 -3.188 -0.878
O: 0.352 -3.076 -0.272
H: 4.147 -1.690 -0.999
H: 4.502 -1.973 0.710
H: 3.315 -2.965 -0.125
H: 1.896 -1.479 0.972
H: 2.980 -0.129 0.890
H: 1.583 -1.311 -1.561
H: 2.510 0.175 -1.478
H: 0.724 1.337 -0.734
H: 0.398 0.223 0.558
H: -0.546 -0.737 -2.110
H: -1.242 0.748 -1.567
H: -2.752 -0.485 -0.554
H: -1.602 -0.688 0.742
H: -4.019 -2.559 -0.390
H: -2.260 -5.665 -2.652
H: -0.011 -5.275 -3.579
H: 0.322 -3.566 -3.541
C: 0.732 1.114 -4.942
Cl: 0.599 1.630 -6.627
Cl: 0.615 -0.649 -4.859
Cl: 2.293 1.631 -4.310
Cl: -0.579 1.847 -4.008
C: -0.078 3.191 3.033
Cl: -0.679 4.020 4.473
Cl: 0.479 1.573 3.476
Cl: -1.381 3.066 1.849
Cl: 1.261 4.096 2.330
C: -4.505 -6.987 1.475
Cl: -3.394 -6.407 2.720
Cl: -3.644 -7.151 -0.059
Cl: -5.167 -8.556 1.951
Cl: -5.821 -5.824 1.285
C: -2.175 -3.174 5.200
Cl: -2.337 -2.654 3.521
Cl: -2.320 -4.930 5.255
Cl: -0.599 -2.677 5.833
Cl: -3.455 -2.442 6.170
C: -5.255 1.383 2.536
Cl: -5.657 1.150 0.828
Cl: -3.982 0.249 2.996
Cl: -4.643 3.019 2.770
Cl: -6.692 1.114 3.522
C: -1.685 1.989 -10.214
Cl: -1.734 2.521 -11.897
Cl: -1.867 0.233 -10.141
Cl: -0.140 2.454 -9.500
Cl: -2.995 2.757 -9.313
C: 4.592 4.343 -0.595
Cl: 3.829 5.125 0.795
Cl: 5.259 2.786 -0.103
Cl: 3.409 4.095 -1.880
Cl: 5.882 5.384 -1.208
C: 8.736 8.364 -1.996
Cl: 8.449 6.677 -2.446
Cl: 9.806 8.430 -0.594
Cl: 9.486 9.210 -3.351
Cl: 7.189 9.117 -1.596
C: 1.211 6.254 -9.000
Cl: 2.826 5.938 -9.641
Cl: 0.001 5.771 -10.192
Cl: 0.979 5.326 -7.514
Cl: 1.044 7.977 -8.647
C: 4.865 9.016 -5.240
Cl: 4.525 8.590 -6.921
Cl: 6.163 7.997 -4.618
Cl: 5.356 10.711 -5.145
Cl: 3.411 8.769 -4.266
C: -0.561 -7.079 8.788
Cl: -0.300 -5.685 7.734
Cl: 0.470 -8.415 8.268
Cl: -0.171 -6.629 10.448
Cl: -2.256 -7.570 8.693
C: 3.276 5.333 6.040
Cl: 4.785 5.172 6.943
Cl: 2.274 6.584 6.782
Cl: 3.637 5.785 4.370
Cl: 2.408 3.795 6.061
C: -9.547 -4.678 -0.389
Cl: -8.452 -4.127 0.883
Cl: -8.648 -4.844 -1.899
Cl: -10.233 -6.240 0.066
Cl: -10.846 -3.500 -0.598
C: -1.023 -3.173 12.262
Cl: -0.639 -3.292 10.544
Cl: -2.776 -3.148 12.472
Cl: -0.351 -4.564 13.131
Cl: -0.328 -1.688 12.919

Atom charges from the Mulliken analysis, given in e for atoms 1 to 2: atom 1 (C): -1.328, atom 2 (C): -0.413

=====

Entry 4:
DFT (ωB97M-V/def2-TZVPD) results for 3 unconnected molecules or ions with the total composition C13H35N3OP.

LUMO in eV: 2.24
F_max in eV Å⁻¹: 0.3
Gap between HOMO and LUMO in eV: 4.125
HOMO energy in Eh: -0.0693
Total charge: -1

Element x y z (Å)
C: 7.932 -1.480 -1.282
P: 6.650 -2.600 -2.100
N: 6.809 -4.072 -1.453
O: 5.360 -1.964 -1.184
H: 7.646 -1.229 -0.255
H: 8.874 -2.039 -1.263
H: 8.075 -0.561 -1.861
H: 7.519 -4.585 -1.971
H: 4.693 -1.684 -1.813
C: 2.823 -0.984 0.717
C: 3.189 0.454 0.396
N: 2.449 0.993 -0.736
C: 3.009 2.217 -1.273
C: 3.002 3.465 -0.380
C: 1.004 0.937 -0.629
C: 0.345 1.633 0.571
H: 2.937 -1.607 -0.168
H: 3.507 -1.374 1.470
H: 1.805 -1.091 1.100
H: 4.246 0.479 0.122
H: 3.083 1.070 1.305
H: 2.483 2.442 -2.206
H: 4.044 1.996 -1.550
H: 2.003 3.888 -0.270
H: 3.640 4.235 -0.820
H: 3.390 3.243 0.615
H: 0.710 -0.115 -0.613
H: 0.593 1.346 -1.557
H: 0.859 1.397 1.504
H: -0.688 1.290 0.669
H: 0.322 2.717 0.463
C: -7.308 -0.552 1.794
C: -6.242 0.257 1.071
N: -4.892 -0.171 1.392
C: -3.868 0.768 0.967
C: -3.689 1.020 -0.534
C: -4.605 -1.579 1.159
C: -4.826 -2.129 -0.255
H: -7.117 -0.562 2.868
H: -8.290 -0.111 1.619
H: -7.346 -1.584 1.443
H: -6.319 1.304 1.378
H: -6.458 0.241 -0.010
H: -2.917 0.429 1.387
H: -4.090 1.723 1.454
H: -3.215 0.178 -1.037
H: -3.048 1.890 -0.685
H: -4.641 1.220 -1.029
H: -5.211 -2.165 1.854
H: -3.567 -1.745 1.458
H: -5.790 -1.814 -0.660
H: -4.822 -3.220 -0.229
H: -4.051 -1.814 -0.952

Atom charges from the Mulliken analysis, given in e for atoms 1 to 2: atom 1 (C): -1.080, atom 2 (P): -0.377